# 1
C4H6Ca2ClN2O4 as an isolated structure in a non-equilibrium geometry, computed with ωB97M-V with the def2-TZVPD basis set.

⟨S²⟩: 0.753
LUMO level (alpha / beta) in eV: -14.528 / -17.931
Net charge: +4
E in a.u.: -2379.95598
Largest force on an atom in eV/A: 8.64
Multiplicity: 2

Geometry (Å):
Ca (-3.381, -2.584, 3.485)
Ca (2.456, -2.678, -0.419)
Cl (-0.694, -0.692, 0.646)
O (-1.760, -0.944, 1.623)
O (-1.393, -0.769, -0.613)
O (-0.081, 0.588, 0.767)
O (0.306, -1.742, 0.761)
C (1.123, 3.698, 2.259)
C (1.347, 2.990, 3.544)
N (1.547, 2.502, 4.565)
H (0.317, 4.421, 2.381)
H (0.966, 2.894, 1.539)
H (2.001, 4.251, 1.927)
C (-0.786, -1.833, -4.042)
C (0.075, -2.455, -3.070)
N (0.865, -2.866, -2.339)
H (-1.299, -0.985, -3.588)
H (-1.469, -2.433, -4.643)
H (-0.139, -1.363, -4.782)

# 2
A 3-piece molecular cluster, C4H12NO2 overall in a non-equilibrium geometry, computed with ωB97M-V with the def2-TZVPD basis set.

⟨S²⟩: 0.754
Energy relative to the best compared isomer or geometry (same formula, charge and spin) in kJ/mol: 109.56
LUMO level (alpha / beta) in eV: -10.861 / -13.558
Net charge: +2
E in a.u.: -364.04981
Largest force on an atom in eV/A: 1.11
Multiplicity: 2

Geometry (Å):
C (-0.076, 2.395, -1.529)
C (-0.814, 1.324, -0.828)
C (-2.071, 0.827, -1.233)
C (0.747, 1.205, 0.975)
N (-0.191, 0.662, 0.279)
H (-0.632, 2.640, -2.429)
H (0.932, 2.036, -1.773)
H (0.061, 3.241, -0.840)
H (-2.525, 0.015, -0.676)
H (-2.474, 1.122, -2.181)
H (1.284, 0.675, 1.758)
H (0.879, 2.277, 0.870)
H (-0.406, -0.383, 0.354)
H (3.199, -4.443, 1.422)
H (3.883, -3.613, 2.531)
O (3.030, -3.813, 2.129)
H (-2.247, -1.936, 0.845)
H (-1.128, -2.531, -0.025)
O (-1.452, -1.699, 0.352)

# 3
A 2-piece molecular cluster, CH2FNO5S overall in a non-equilibrium geometry, computed with ωB97M-V with the def2-TZVPD basis set.

Energy relative to the best compared isomer or geometry (same formula, charge and spin) in kJ/mol: 205.73
LUMO level (alpha / beta) in eV: -2.629 / -2.629
E in a.u.: -968.04151
Largest force on an atom in eV/A: 5.03

Geometry (Å):
C (0.042, 0.092, -0.448)
N (3.527, -0.410, 0.111)
O (2.883, 0.729, 0.304)
O (2.805, -1.224, -0.507)
O (0.641, 2.252, 1.192)
O (0.848, 2.636, -1.204)
O (4.674, -0.606, 0.498)
F (-0.909, 0.303, -1.279)
S (0.832, 1.785, -0.116)
H (0.740, -0.785, -0.790)
H (-0.235, -0.105, 0.698)

# 4
A 2-piece molecular cluster, C3H5N2O3 overall in a non-equilibrium geometry, computed with ωB97M-V with the def2-TZVPD basis set.

Energy relative to the best compared isomer or geometry (same formula, charge and spin) in kJ/mol: 466.12
LUMO level in eV: 1.470
Net charge: -1
E in a.u.: -452.48974
Largest force on an atom in eV/A: 6.83

Geometry (Å):
O (-3.484, -0.099, 1.662)
C (-2.863, 0.364, 0.710)
N (-2.595, 0.550, -0.569)
C (0.104, -0.006, -0.533)
N (1.522, -0.462, -0.746)
C (2.564, -0.169, 0.278)
O (3.691, -0.713, 0.075)
O (2.078, 0.442, 1.256)
H (-0.080, 0.650, 0.327)
H (-1.872, 1.019, 0.519)
H (-0.556, -0.858, -0.455)
H (-0.123, 0.647, -1.350)
H (1.613, -1.366, -1.173)

# 5
An isolated ion of composition C4H9ClNO3P and charge -2 in a non-equilibrium geometry, computed with ωB97M-V with the def2-TZVPD basis set.

Energy relative to the best compared isomer or geometry (same formula, charge and spin) in kJ/mol: 170.96
LUMO level in eV: 6.044
Net charge: -2
E in a.u.: -1239.85357
Largest force on an atom in eV/A: 4.00

Geometry (Å):
C (0.430, -0.800, 1.590)
N (0.171, -0.094, 0.354)
C (-1.071, 0.599, 0.168)
C (1.257, 0.530, -0.199)
C (1.060, 1.000, -1.674)
Cl (1.686, 2.043, 0.685)
P (2.853, -0.494, -0.026)
O (2.396, -1.859, -0.468)
O (3.183, -0.472, 1.440)
O (3.832, 0.142, -0.931)
H (1.433, -1.117, 1.558)
H (0.153, -0.160, 2.375)
H (-0.214, -1.769, 1.609)
H (-1.714, 0.063, -0.513)
H (-1.774, 0.534, 1.018)
H (-0.990, 1.563, -0.200)
H (1.980, 0.838, -2.157)
H (0.689, 2.074, -1.781)
H (0.361, 0.431, -2.231)

# 6
Cl2Li as an isolated structure in a non-equilibrium geometry, computed with ωB97M-V with the def2-TZVPD basis set.

⟨S²⟩: 0.752
LUMO level (alpha / beta) in eV: -0.676 / -5.410
E in a.u.: -927.90819
Largest force on an atom in eV/A: 1.07
Multiplicity: 2

Geometry (Å):
Li (0.222, -0.526, -0.552)
Cl (-1.876, -1.175, -0.232)
Cl (1.654, 1.701, 0.784)

# 7
Cl3OPS as an isolated structure in a non-equilibrium geometry, computed with ωB97M-V with the def2-TZVPD basis set.

Energy relative to the best compared isomer or geometry (same formula, charge and spin) in kJ/mol: 149.81
LUMO level in eV: -2.287
E in a.u.: -2195.37626
Largest force on an atom in eV/A: 3.41

Geometry (Å):
O (0.165, 0.820, -1.427)
P (-0.070, -0.196, -0.425)
S (-1.016, 0.233, 1.419)
Cl (2.328, -1.241, -0.066)
Cl (-0.705, -1.900, -1.163)
Cl (-0.702, 2.284, 1.661)

# 8
C20H16BrN5O3Sn as an isolated structure, computed with ωB97M-V with the def2-TZVPD basis set.

Energy relative to the best compared isomer or geometry (same formula, charge and spin) in kJ/mol: 97.14
LUMO level in eV: 0.526
E in a.u.: -4059.48983
Largest force on an atom in eV/A: 0.50

Geometry (Å):
Sn (0.512, -0.155, -0.217)
O (0.417, -0.592, 1.981)
C (-0.213, -1.308, 2.862)
C (-0.042, -1.027, 4.239)
C (-0.648, -1.779, 5.215)
C (-1.463, -2.859, 4.866)
C (-1.670, -3.140, 3.537)
C (-1.070, -2.387, 2.515)
C (-1.331, -2.713, 1.125)
N (-0.949, -2.055, 0.034)
C (-1.439, -2.735, -1.059)
C (-2.125, -3.824, -0.639)
N (-2.048, -3.801, 0.734)
H (0.590, -0.184, 4.487)
H (-0.504, -1.529, 6.259)
H (-1.935, -3.467, 5.626)
H (-2.333, -3.962, 3.294)
H (-1.252, -2.381, -2.060)
H (-2.643, -4.599, -1.173)
H (-2.469, -4.465, 1.355)
O (0.242, 0.237, -2.687)
N (-0.514, 1.176, -3.062)
N (-1.081, 1.828, -2.129)
O (-0.925, 1.560, -0.843)
C (-1.904, 2.943, -2.477)
C (-2.151, 3.268, -3.809)
C (-2.940, 4.367, -4.100)
C (-3.478, 5.141, -3.081)
C (-3.227, 4.811, -1.759)
C (-2.440, 3.711, -1.453)
H (-1.728, 2.663, -4.596)
H (-3.137, 4.620, -5.134)
H (-4.093, 6.000, -3.316)
H (-3.641, 5.403, -0.954)
H (-2.234, 3.437, -0.430)
Br (6.335, 2.527, -1.002)
C (5.484, 0.892, -0.577)
C (6.232, -0.211, -0.200)
C (5.559, -1.386, 0.097)
C (4.176, -1.403, 0.002)
N (3.470, -0.338, -0.363)
C (4.104, 0.793, -0.645)
H (7.309, -0.150, -0.144)
H (6.103, -2.270, 0.399)
H (3.602, -2.296, 0.226)
H (3.489, 1.637, -0.940)

# 9
C40H39ClGeN5OPt as an isolated structure in a non-equilibrium geometry, computed with ωB97M-V with the def2-TZVPD basis set.

Energy relative to the best compared isomer or geometry (same formula, charge and spin) in kJ/mol: 386.50
LUMO level (alpha / beta) in eV: -12.613 / -12.561
Net charge: +3
E in a.u.: -4551.94852
Largest force on an atom in eV/A: 2.87

Geometry (Å):
Pt (-0.087, 0.692, 0.656)
Cl (-5.354, 0.096, -4.356)
C (-3.889, -0.056, -3.516)
C (-2.657, 0.203, -4.174)
C (-1.472, 0.052, -3.528)
C (-1.409, -0.385, -2.153)
O (-0.324, -0.549, -1.565)
C (-2.692, -0.643, -1.499)
C (-2.688, -1.140, -0.171)
N (-1.642, -1.182, 0.581)
C (-1.581, -1.887, 1.748)
C (-2.327, -3.034, 2.008)
C (-2.315, -3.604, 3.279)
C (-1.558, -3.062, 4.290)
C (-0.712, -1.958, 4.043)
C (0.134, -1.387, 5.012)
C (0.977, -0.362, 4.653)
C (0.942, 0.121, 3.344)
N (0.127, -0.363, 2.422)
C (-0.691, -1.391, 2.739)
C (-3.886, -0.463, -2.184)
H (-2.678, 0.524, -5.204)
H (-0.534, 0.215, -4.039)
H (-3.648, -1.504, 0.207)
H (-2.939, -3.460, 1.231)
H (-2.932, -4.468, 3.469)
H (-1.592, -3.489, 5.280)
H (0.121, -1.753, 6.026)
H (1.665, 0.069, 5.360)
H (1.590, 0.934, 3.042)
H (-4.825, -0.643, -1.681)
N (-3.329, 10.438, 0.543)
C (-2.891, 9.388, 0.450)
C (-2.381, 8.069, 0.365)
C (-1.606, 7.560, 1.410)
C (-1.198, 6.242, 1.368)
C (-1.536, 5.431, 0.283)
C (-2.266, 5.964, -0.780)
C (-2.705, 7.273, -0.735)
C (-1.191, 3.998, 0.314)
C (-1.794, 3.230, 1.316)
C (-2.843, 3.657, 2.180)
C (-3.282, 2.550, 2.860)
C (-2.485, 1.473, 2.424)
N (-1.608, 1.873, 1.508)
C (-0.365, 3.462, -0.678)
C (0.155, 4.166, -1.801)
C (0.829, 3.248, -2.571)
C (0.740, 2.018, -1.898)
N (0.033, 2.130, -0.772)
H (-1.345, 8.192, 2.245)
H (-0.605, 5.838, 2.174)
H (-2.532, 5.336, -1.616)
H (-3.300, 7.677, -1.539)
H (-3.228, 4.654, 2.231)
H (-4.083, 2.487, 3.569)
H (-2.566, 0.448, 2.740)
H (0.023, 5.210, -2.005)
H (1.323, 3.415, -3.507)
H (1.145, 1.077, -2.227)
C (6.014, -1.465, 2.209)
C (4.627, -1.048, 2.677)
C (3.532, -2.030, 2.254)
C (3.148, -1.904, 0.802)
Ge (2.267, -0.217, -0.003)
C (3.372, 1.538, 0.127)
C (3.026, 2.527, 1.213)
C (3.781, 3.862, 1.005)
C (5.206, 3.847, 1.528)
H (6.756, -0.716, 2.470)
H (6.046, -1.595, 1.128)
H (6.309, -2.405, 2.670)
H (4.381, -0.054, 2.287)
H (4.644, -0.987, 3.767)
H (2.646, -1.925, 2.890)
H (3.907, -3.048, 2.417)
H (2.506, -2.729, 0.484)
H (4.043, -1.917, 0.168)
H (2.432, -0.569, -1.483)
H (3.236, 1.991, -0.856)
H (4.397, 1.178, 0.201)
H (3.276, 2.142, 2.203)
H (1.946, 2.727, 1.182)
H (3.225, 4.639, 1.537)
H (3.778, 4.123, -0.054)
H (5.240, 3.582, 2.583)
H (5.641, 4.843, 1.418)
H (5.850, 3.165, 0.972)

# 10
One molecule with the formula C4H5NO in a non-equilibrium geometry, computed with ωB97M-V with the def2-TZVPD basis set.

Energy relative to the best compared isomer or geometry (same formula, charge and spin) in kJ/mol: 496.15
LUMO level in eV: 1.126
E in a.u.: -285.22561
Largest force on an atom in eV/A: 1.89

Geometry (Å):
N (-1.067, 0.931, -0.720)
C (-0.305, -0.174, -1.025)
C (-1.015, -0.316, 0.366)
C (0.386, -0.383, 0.988)
O (1.079, 0.837, 0.729)
C (1.057, -0.188, -0.273)
H (-0.514, 1.654, -0.279)
H (-0.465, -0.763, -1.917)
H (-1.871, -0.017, 0.962)
H (0.714, -1.021, 1.803)
H (2.002, -0.561, -0.635)

# 11
C36H46N8OReS as an isolated structure in a non-equilibrium geometry, computed with ωB97M-V with the def2-TZVPD basis set.

⟨S²⟩: 0.778
Energy relative to the best compared isomer or geometry (same formula, charge and spin) in kJ/mol: 63.33
LUMO level (alpha / beta) in eV: -6.843 / -6.441
Net charge: +2
E in a.u.: -2388.66415
Largest force on an atom in eV/A: 2.51
Multiplicity: 2

Geometry (Å):
Re (0.083, 1.330, -0.162)
C (-1.573, 4.141, 2.475)
C (-1.977, 2.664, 2.552)
C (-0.864, 1.644, 2.818)
N (0.245, 1.603, 1.890)
C (1.496, 1.643, 2.367)
C (1.843, 2.261, 3.581)
C (3.026, 2.247, 4.297)
C (4.127, 1.428, 4.129)
C (4.313, 0.481, 3.124)
C (3.613, 0.328, 1.951)
C (2.470, 1.018, 1.465)
N (2.079, 0.985, 0.199)
C (2.948, 0.321, -0.763)
C (2.754, 0.759, -2.216)
C (1.347, 0.448, -2.758)
N (0.443, 1.433, -2.209)
C (0.276, 2.619, -2.799)
C (0.742, 2.947, -4.090)
C (0.491, 4.055, -4.874)
C (-0.389, 5.110, -4.671)
C (-1.094, 5.399, -3.511)
C (-0.965, 4.795, -2.277)
C (-0.275, 3.630, -1.897)
N (-0.062, 3.336, -0.609)
C (-0.076, 4.404, 0.367)
C (-1.440, 4.671, 1.044)
H (-2.355, 4.728, 2.962)
H (-0.645, 4.325, 3.017)
H (-2.682, 2.541, 3.375)
H (-2.495, 2.402, 1.631)
H (-0.507, 1.767, 3.841)
H (-1.331, 0.650, 2.762)
H (1.082, 2.903, 4.003)
H (3.062, 2.914, 5.148)
H (4.904, 1.500, 4.876)
H (5.158, -0.185, 3.251)
H (3.988, -0.452, 1.302)
H (3.995, 0.508, -0.505)
H (2.758, -0.762, -0.702)
H (2.933, 1.832, -2.306)
H (3.507, 0.243, -2.813)
H (1.360, 0.428, -3.849)
H (1.032, -0.542, -2.413)
H (1.414, 2.239, -4.548)
H (1.012, 4.079, -5.820)
H (-0.515, 5.797, -5.497)
H (-1.763, 6.249, -3.547)
H (-1.503, 5.278, -1.476)
H (0.665, 4.153, 1.131)
H (0.268, 5.322, -0.123)
H (-1.593, 5.750, 1.073)
H (-2.236, 4.242, 0.431)
C (-5.160, 1.986, -1.381)
N (-4.357, 1.317, -0.373)
C (-5.035, 0.810, 0.809)
C (-3.074, 1.299, -0.424)
N (-1.907, 1.265, -0.421)
H (-6.006, 1.353, -1.650)
H (-4.567, 2.175, -2.274)
H (-5.547, 2.934, -0.995)
H (-5.872, 0.176, 0.513)
H (-5.421, 1.636, 1.412)
H (-4.344, 0.222, 1.411)
C (0.350, -6.166, 2.536)
C (1.452, -5.148, 2.277)
C (0.898, -3.771, 1.934)
N (0.276, -3.778, 0.625)
C (-0.112, -2.695, -0.023)
S (0.029, -1.213, 0.786)
N (-0.647, -2.771, -1.271)
C (-1.087, -3.889, -2.039)
O (-1.986, -3.700, -2.811)
C (-0.392, -5.181, -1.854)
C (1.005, -5.262, -1.833)
C (1.619, -6.493, -1.702)
C (0.855, -7.645, -1.581)
C (-0.529, -7.572, -1.636)
C (-1.154, -6.349, -1.794)
H (0.778, -7.103, 2.878)
H (-0.233, -6.374, 1.642)
H (-0.321, -5.799, 3.307)
H (2.111, -5.491, 1.478)
H (2.054, -5.042, 3.179)
H (1.693, -3.017, 1.934)
H (0.155, -3.472, 2.683)
H (0.172, -4.678, 0.170)
H (-1.073, -1.904, -1.593)
H (1.595, -4.364, -1.950)
H (2.696, -6.558, -1.698)
H (1.340, -8.600, -1.459)
H (-1.120, -8.472, -1.572)
H (-2.229, -6.276, -1.862)

# 12
A 2-piece molecular cluster, C14H17NO7 overall in a non-equilibrium geometry, computed with ωB97M-V with the def2-TZVPD basis set.

Energy relative to the best compared isomer or geometry (same formula, charge and spin) in kJ/mol: 69.74
LUMO level in eV: 3.402
Net charge: -2
E in a.u.: -1125.02563
Largest force on an atom in eV/A: 5.20

Geometry (Å):
C (-3.681, -3.371, 3.561)
C (-4.367, -2.043, 3.228)
O (-3.472, -0.989, 3.012)
C (-2.726, -1.120, 1.828)
C (-1.469, -0.268, 1.996)
O (-0.745, -0.118, 0.815)
C (-0.071, -1.273, 0.401)
C (0.958, -1.886, 1.358)
C (1.728, -2.733, 0.329)
N (1.925, -1.757, -0.737)
C (0.898, -0.814, -0.729)
O (0.792, 0.117, -1.377)
H (-3.509, -3.895, 2.629)
H (-2.714, -3.202, 4.017)
H (-4.305, -3.985, 4.190)
H (-4.944, -1.771, 4.105)
H (-5.090, -2.165, 2.422)
H (-3.241, -0.743, 0.942)
H (-2.416, -2.145, 1.623)
H (-0.888, -0.671, 2.829)
H (-1.808, 0.712, 2.303)
H (-0.727, -2.114, 0.160)
H (0.509, -2.485, 2.138)
H (1.631, -1.128, 1.732)
H (2.633, -3.174, 0.698)
H (1.001, -3.446, -0.074)
H (2.165, -2.116, -1.649)
C (3.095, 5.225, -4.111)
C (3.764, 4.919, -2.931)
C (3.310, 3.600, -2.253)
O (3.873, 3.166, -1.234)
C (2.207, 2.886, -2.830)
C (1.527, 3.200, -4.003)
C (2.053, 4.462, -4.738)
O (1.591, 4.819, -5.834)
O (0.565, 2.577, -4.509)
O (4.675, 5.588, -2.389)
H (3.366, 6.129, -4.653)
H (1.905, 2.011, -2.263)